Below is a molecular structure, C36H37Cl5Ge2N2O4Ti at a distorted geometry, with properties calculated with wB97M-V/def2-TZVPD.

Geometry as XYZ:
```
87
Properties=species:S:1:pos:R:3:forces:R:3
Ti -1.6202 1.4992 1.2243 1.95 1.76 0.24
C -2.4105 -0.1809 0.1613 -0.28 -1.95 -0.42
C -2.0380 -0.6516 1.4456 -0.69 -0.75 0.39
C -2.9054 -0.0397 2.4357 0.66 -0.45 -0.23
C -3.8166 0.8057 1.7323 0.77 -0.93 -0.43
C -3.4889 0.7184 0.3635 -0.70 -0.38 -2.07
C -4.1892 1.3198 -0.8319 -2.20 -0.27 0.61
C -4.8973 1.6071 2.3155 -0.85 -0.83 2.20
C -2.7484 -0.1859 3.9511 -0.37 -0.76 0.18
C -1.2722 -1.9275 1.6227 -0.71 -0.29 0.46
C -2.1009 -1.0008 -1.1078 1.30 1.56 1.30
H -5.1211 1.8312 -0.4733 0.73 -0.11 -0.44
H -4.5472 0.6015 -1.5974 0.17 -0.23 0.67
H -3.6081 1.9956 -1.4131 0.37 0.65 -0.14
H -4.5711 1.8709 3.3373 -0.29 0.28 -0.28
H -5.8544 1.0444 2.4788 0.76 0.08 -0.29
H -5.1807 2.4878 1.8038 0.04 0.98 -0.70
H -1.8772 -0.8580 4.2812 -1.52 0.73 -0.71
H -3.7331 -0.4681 4.4447 1.20 -0.14 -0.58
H -2.5009 0.7723 4.3721 0.19 0.52 0.20
H -2.0311 -2.7456 1.6713 0.62 0.25 0.19
H -0.6915 -1.9045 2.5368 0.08 -0.27 0.29
H -0.6124 -2.2003 0.8052 -0.02 0.33 0.01
H -2.8111 -1.7747 -1.1687 -1.04 -1.11 -0.34
H -1.0991 -1.4715 -1.0638 -0.55 0.41 0.14
H -2.0929 -0.3900 -1.9890 -0.25 0.28 -0.55
O 3.6170 3.1710 3.5357 1.04 -0.94 1.78
C 3.4249 3.8121 2.4190 -1.95 -0.51 0.28
O 4.1110 4.7509 2.1462 0.37 0.70 -1.01
C 2.2313 3.3107 1.6577 0.93 -1.28 -1.08
C 2.1727 3.4410 0.2890 0.23 0.91 -0.07
N 1.1847 2.6974 -0.1788 -1.16 -0.95 -1.28
N 0.5660 1.9662 0.7995 1.57 1.08 -0.31
C 1.2812 2.2657 1.8733 -0.78 0.42 1.38
C 0.7456 1.6758 3.1531 -0.47 0.09 -0.03
O 1.5239 1.3004 4.0246 1.21 0.15 0.58
O -0.5120 1.6060 3.2155 -0.55 0.01 -0.81
H 3.0958 2.3547 3.7035 -0.62 0.13 -0.26
H 2.8253 4.0399 -0.3206 -0.13 0.07 -0.27
H 0.8191 2.6226 -1.1428 0.41 0.08 0.97
C 0.6557 -1.3027 -4.2724 0.60 -0.45 -1.13
Ge 2.3499 -1.6264 -3.2425 -0.38 0.64 -0.60
C 3.2122 0.1667 -3.3774 -0.06 -0.82 0.10
C 3.3957 -3.1466 -4.0743 -1.85 0.99 -0.32
Ge 1.5030 -1.7798 -0.9223 0.76 -0.35 -0.39
C 2.8288 -1.4511 0.4894 -0.31 0.45 0.47
C 2.3838 -1.1964 1.7895 -0.01 -0.28 0.14
C 3.3068 -0.8239 2.7716 -1.03 -0.78 -1.00
C 4.6305 -0.6406 2.4522 0.91 1.04 1.05
C 5.1063 -0.7592 1.1632 -2.28 -1.19 -0.25
C 4.1742 -1.2238 0.2255 0.49 0.79 -1.56
C 0.7740 -3.5835 -0.6729 1.23 -0.13 1.29
C 1.3571 -4.4565 0.2793 -0.53 0.39 -0.12
C 0.8075 -5.7051 0.5465 0.03 0.46 0.14
C -0.3207 -6.1327 -0.1348 0.20 -0.19 -0.83
C -0.8568 -5.2985 -1.1043 -0.50 0.35 0.43
C -0.3464 -4.0117 -1.3134 -1.04 -1.14 -0.97
H 0.0284 -0.6406 -3.6646 0.04 -0.18 -0.40
H 0.1167 -2.2196 -4.5597 0.00 0.17 0.56
H 0.8995 -0.8672 -5.2850 -0.16 0.06 1.16
H 3.4141 0.4266 -4.4200 -0.04 0.06 0.18
H 4.1310 0.1341 -2.8035 0.28 0.26 -0.01
H 2.5307 0.8751 -2.9070 0.01 0.10 -0.14
H 4.1762 -3.4717 -3.4401 0.67 -0.60 0.61
H 3.7628 -2.9184 -5.0664 0.26 0.43 -0.13
H 2.6005 -3.8764 -4.2491 0.35 -0.38 0.38
H 1.3136 -1.2836 2.0219 0.55 0.07 0.07
H 2.9357 -0.7066 3.7565 -0.06 0.37 0.80
H 5.2585 -0.2357 3.2506 0.10 -0.32 -0.27
H 6.0960 -0.5755 0.8706 1.20 0.36 -0.19
H 4.4315 -1.2101 -0.8484 0.32 -0.36 0.58
H 2.1803 -4.0750 0.8650 0.23 -0.18 0.06
H 1.1869 -6.3234 1.3398 0.38 -0.13 0.14
H -0.6965 -7.1471 0.0018 -0.11 0.35 0.15
H -1.7797 -5.5686 -1.6018 0.09 -0.16 -0.18
H -0.8690 -3.3967 -2.0326 0.04 0.19 -0.06
Cl -2.5699 3.8731 1.5937 0.07 0.61 -0.62
C -2.3755 3.9846 -0.2073 0.46 -0.53 1.01
C -1.6993 2.9184 -0.7615 0.53 0.02 0.51
C -1.4711 3.0914 -2.1018 -0.58 -0.71 -0.19
Cl -0.7047 1.8006 -3.0326 0.54 -0.23 0.43
C -2.0748 4.0756 -2.8906 0.29 -0.37 -0.44
Cl -2.0247 3.8968 -4.5925 -0.17 0.55 -0.63
C -2.7891 5.0812 -2.3075 -0.39 -0.33 2.14
Cl -3.7632 6.1781 -3.1478 -0.15 0.62 -0.67
C -2.8887 5.0448 -0.8783 0.02 0.65 -1.02
Cl -3.5853 6.3387 -0.0173 -0.50 0.57 0.12
```
Forces are in eV/Å.

As for the frontier orbital gap (spin up / spin down): 5.53 / 6.31 eV. Its charge is -1. The spin multiplicity is 4. Its LUMO energy (spin up / spin down) is 2.23 / 0.94 eV. The value obtained for the energy is -9108.814718 Eh. The value obtained for the highest occupied orbital energy (spin up / spin down) is -3.30 / -5.37 eV. The energy relative to the best compared isomer or geometry (same formula, charge and spin) comes out at 0.0 kcal/mol.

Below is 8 unconnected molecules or ions with the total composition C12H36O12 at a distorted geometry, with properties calculated with wB97M-V/def2-TZVPD.

Geometry as XYZ:
```
60
Properties=species:S:1:pos:R:3:forces:R:3
C 3.2204 -1.2190 4.0490 -2.78 0.72 -0.96
O 4.2775 -0.4283 3.6039 0.98 -0.78 1.15
C 4.1595 0.3505 2.5552 -1.39 0.44 -1.74
O 3.2228 0.4685 1.7525 1.84 -0.34 1.80
O 5.3068 0.9972 2.5400 1.38 -0.74 0.36
C 5.5231 2.0242 1.6233 -1.15 0.90 -0.53
H 3.0102 -1.1550 5.1167 1.07 -0.30 0.08
H 3.1807 -2.2156 3.6094 0.53 -0.06 0.36
H 2.3478 -0.7018 3.6502 -0.55 -0.36 -0.15
H 6.4632 2.5364 1.8281 -0.19 -0.23 0.33
H 4.6498 2.6459 1.8208 0.34 0.87 -0.78
H 5.5280 1.6870 0.5868 -0.11 -0.15 0.03
C 2.2689 8.6761 3.5391 0.09 1.40 0.79
O 1.3915 8.0486 2.6602 -0.03 0.13 -0.39
C 1.4711 6.7504 2.6208 0.89 -2.34 0.08
O 2.2275 6.0232 3.2560 -1.27 1.08 -0.90
O 0.5849 6.3928 1.6956 -0.95 0.26 -0.40
C 0.3573 5.0534 1.3790 0.46 -1.98 -0.10
H 3.3294 8.5809 3.3059 -0.12 -0.29 -0.27
H 2.0920 8.3301 4.5575 0.07 0.15 0.02
H 1.9468 9.7063 3.3873 0.49 0.19 0.64
H 0.0752 4.4278 2.2258 0.30 0.27 0.38
H 1.2350 4.6121 0.9067 0.23 0.00 0.21
H -0.4447 4.8671 0.6648 -0.15 1.11 -0.06
C 0.9850 -7.1101 -3.4958 -0.42 0.09 -0.14
O 2.0095 -7.8597 -2.8547 -0.38 0.13 -0.18
H 1.1410 -6.9969 -4.5686 0.26 0.00 -0.11
H 0.0207 -7.6090 -3.3990 0.23 -0.36 0.24
H 0.8326 -6.1206 -3.0647 0.27 0.15 0.15
H 2.8501 -7.4594 -3.0884 0.04 0.00 0.05
C -5.9808 3.5312 -2.5397 -0.40 0.07 0.56
O -7.0920 3.1402 -3.3435 0.68 -0.12 -0.19
H -5.9691 4.6165 -2.4387 0.17 0.10 0.05
H -6.1212 3.0926 -1.5518 -0.01 0.06 0.02
H -5.0141 3.1872 -2.9075 -0.05 -0.06 -0.23
H -6.7316 3.0898 -4.2318 -0.39 -0.06 -0.21
C 3.2507 -2.6395 -1.7249 -0.34 1.39 0.89
O 2.2420 -2.9128 -0.7632 -0.20 -1.04 0.22
H 2.8834 -1.7348 -2.2095 0.38 -0.24 -1.10
H 4.1633 -2.3181 -1.2228 0.36 -0.34 -0.02
H 3.4475 -3.5004 -2.3638 -0.34 0.21 0.05
H 2.1253 -2.1410 -0.2042 0.11 0.07 0.00
C -2.6580 -3.2074 2.9687 -0.40 0.81 -1.49
O -1.5752 -3.6964 3.6200 1.92 -1.98 2.46
H -2.7429 -2.2017 3.3805 -0.60 0.17 -0.75
H -2.2972 -3.2994 1.9443 -1.14 1.11 -0.83
H -3.5832 -3.7775 3.0533 -0.16 0.00 0.39
H -1.5053 -4.6230 3.3790 0.39 -0.11 0.21
C -1.4148 0.3139 -2.3063 -0.82 1.38 0.75
O -2.2535 -0.7930 -2.1478 -0.12 -0.74 -0.12
H -0.6123 0.2529 -1.5711 0.79 -0.02 -0.74
H -1.2346 0.5249 -3.3604 0.90 -0.22 0.06
H -1.9501 1.1975 -1.9588 -0.38 0.04 0.00
H -1.6523 -1.5294 -2.2812 -0.37 -0.48 0.05
C -5.5954 -4.7644 -3.9366 -0.58 0.21 0.92
O -5.2131 -4.8420 -2.5206 -0.62 -0.58 -1.45
H -6.4999 -5.3036 -4.2182 -0.21 -0.65 1.07
H -5.9560 -3.7555 -4.1370 0.89 0.27 -0.47
H -4.8679 -5.2200 -4.6085 0.54 0.73 0.13
H -4.8553 -3.9899 -2.2609 -0.01 0.04 -0.19
```
Forces are in eV/Å.

As for the frontier orbital gap: 10.25 eV. Its charge is 0. The spin multiplicity is 1. Its LUMO energy is 0.23 eV. The value obtained for the energy is -1381.499776 Eh. As for the SMILES: COC(=O)OC.COC(=O)OC.CO.CO.CO.CO.CO.CO. The value obtained for the highest occupied orbital energy is -10.01 eV. The energy relative to the best compared isomer or geometry (same formula, charge and spin) comes out at 62.1 kcal/mol.